(1)
{
  "formula": "C5H14",
  "method": "ωB97M-V/def2-TZVPD",
  "symbols": ["C", "C", "H", "H", "H", "H", "H", "H", "C", "C", "C", "H", "H", "H", "H", "H", "H", "H", "H"],
  "xyz": [[2.71319, -0.13790, 1.25476], [2.15457, 1.28006, 1.17274], [3.79564, -0.08892, 1.32283], [2.20300, -0.73555, 2.02160], [2.35463, -0.76646, 0.42997], [1.09158, 1.16810, 0.91835], [2.67857, 1.90783, 0.47403], [2.04888, 1.83481, 2.09434], [-1.99589, -0.54051, -1.38811], [-2.80892, -0.17594, -0.12847], [-0.46672, -0.56563, -1.18181], [-2.21710, -1.54984, -1.68609], [-2.27713, 0.11981, -2.20213], [-3.40372, -0.99041, 0.25913], [0.01002, 0.20371, -1.79180], [-0.07163, -0.40445, -0.18605], [-3.56828, 0.57037, -0.40295], [-2.17089, 0.38971, 0.54887], [-0.06980, -1.51879, -1.52921]],
  "forces_ev_per_angstrom": [[-0.85, -0.16, 0.07], [-1.51, -0.66, 0.12], [0.02, -0.65, 0.18], [0.70, 0.52, 0.72], [0.69, 0.58, -0.65], [0.22, 0.36, -0.58], [0.04, 0.15, -0.47], [0.69, -0.10, 0.62], [0.39, -0.26, 0.92], [-0.38, 1.30, -1.20], [0.28, 0.30, -0.86], [-0.62, -0.33, -0.29], [0.15, 0.03, -0.14], [0.46, -0.30, 0.63], [0.07, 0.01, -0.04], [-0.44, -0.04, 0.43], [0.03, -0.13, -0.07], [-0.09, -0.60, 0.58], [0.14, -0.01, 0.03]],
  "lowdin_charge": [-0.1679, -0.1694, 0.0600, 0.0670, 0.0515, 0.0435, 0.0579, 0.0554, -0.2922, -0.1119, -0.1200, 0.0815, 0.0917, 0.0611, 0.0684, 0.0351, 0.0621, 0.0621, 0.0639],
  "gap_ev": 12.403,
  "e_homo_ev": -11.27,
  "lumo_ev": 1.1,
  "energy_ev": -5411.303,
  "max_force_ev_per_a": 1.8,
  "de_lowest_ev": 0.746,
  "smiles": "CCC.CC"
}

---

(2)
{
  "formula": "C4H8O4",
  "method": "ωB97M-V/def2-TZVPD",
  "symbols": ["C", "C", "C", "C", "H", "H", "H", "H", "H", "H", "H", "H", "O", "O", "O", "O"],
  "xyz": [[2.95014, 0.65478, 0.73604], [0.97347, -0.26550, 0.16060], [-1.30619, -0.75384, -0.06110], [-2.40582, -0.49522, -1.02791], [2.59283, 1.04489, 1.80443], [3.46999, 1.73544, 0.54183], [3.77466, -0.18900, 1.14856], [-1.70969, -0.57490, 1.03100], [-0.96423, -1.78515, -0.07243], [-3.25093, -1.31505, -1.28239], [-1.89051, -0.30399, -2.20173], [-2.33819, 1.48108, -0.83300], [1.98183, 0.50757, -0.36153], [1.15293, -0.69606, 1.30581], [-0.13134, 0.12281, -0.48020], [-2.89896, 0.83212, -0.40797]],
  "forces_ev_per_angstrom": [[3.42, 3.68, 2.79], [1.39, 3.49, 3.27], [0.20, -0.94, 1.35], [-0.30, 1.93, -2.89], [-0.60, -1.40, -2.41], [-0.49, -3.00, -0.55], [-2.48, 1.90, -2.26], [1.25, 0.16, -2.20], [0.30, -0.09, -0.16], [1.87, 2.13, 1.46], [-1.53, -0.32, 3.49], [0.07, 0.37, -0.10], [1.14, -1.46, 2.06], [-2.06, -1.31, -2.92], [-1.75, -2.86, 1.00], [-0.42, -2.27, -1.94]],
  "lowdin_charge": [-0.1280, -0.5608, -0.1649, -0.1731, 0.1090, 0.1165, 0.1488, 0.1724, 0.1163, 0.1542, 0.1824, 0.0590, -0.0240, 0.0698, 0.0355, -0.1130],
  "gap_ev": 11.524,
  "e_homo_ev": -10.82,
  "lumo_ev": 0.7,
  "energy_ev": -12463.830,
  "max_force_ev_per_a": 5.7,
  "de_lowest_ev": 5.329,
  "smiles": "COC(=O)OCCO"
}

---

(3)
{
  "formula": "C2HClN2S",
  "method": "ωB97M-V/def2-TZVPD",
  "symbols": ["C", "C", "N", "N", "S", "Cl", "H"],
  "xyz": [[-0.06032, -0.11440, -0.88203], [0.02033, 1.24396, -0.85599], [0.06654, -0.90157, 0.17783], [0.06057, -0.48754, 1.35846], [0.16131, 2.78900, -0.73578], [0.14268, -1.73483, 2.58140], [-0.39111, -0.79462, -1.64389]],
  "forces_ev_per_angstrom": [[-0.45, 2.67, -1.29], [-0.13, -0.41, -0.07], [0.46, -2.47, 5.39], [-0.02, 0.90, -2.07], [-0.05, -1.43, -0.16], [0.11, -0.23, -0.45], [0.09, 0.98, -1.34]],
  "lowdin_charge": [-0.2627, -0.5958, -0.1312, -0.4185, 0.8292, 0.4753, 0.1039],
  "gap_ev": [7.790, 7.791],
  "e_homo_ev": [-9.00, -9.01],
  "lumo_ev": [-1.2, -1.2],
  "energy_ev": -28424.002,
  "max_force_ev_per_a": 5.9,
  "de_lowest_ev": 2.545,
  "smiles": "S=C=C/N=N/Cl"
}

---

(4)
{
  "formula": "C4H11N3O2",
  "method": "ωB97M-V/def2-TZVPD",
  "symbols": ["C", "C", "N", "N", "N", "H", "H", "H", "H", "H", "H", "H", "H", "C", "C", "O", "O", "H", "H", "H"],
  "xyz": [[3.69978, -0.38866, -0.99938], [1.33661, 0.30845, -0.73601], [0.56475, 0.30333, 0.44473], [2.67266, 0.50850, -0.44349], [0.86260, 0.42987, -1.90018], [-0.44879, 0.45998, 0.35787], [0.59422, -0.62642, 0.85972], [2.96875, 0.89391, 0.43689], [1.38474, 0.65636, -2.73182], [-2.95208, 1.10137, 2.77254], [3.91099, -0.19796, -2.04060], [3.36839, -1.39387, -0.69208], [4.64664, -0.13253, -0.49962], [-3.35736, -0.80960, 0.41704], [-3.20854, 0.49508, 1.10622], [-3.24099, 1.64582, 0.75472], [-2.62089, 0.28961, 2.35244], [-3.12846, -1.72161, 0.95410], [-2.68621, -0.82966, -0.44800], [-4.36681, -0.99196, 0.03492]],
  "forces_ev_per_angstrom": [[-0.28, 0.61, 1.28], [0.51, 2.34, -0.50], [-1.24, -0.97, 0.31], [1.70, -0.38, -0.21], [-2.08, -1.06, 0.06], [0.78, 0.33, -0.71], [0.53, 0.22, 0.34], [-0.79, -0.20, 0.26], [0.84, -0.01, 0.58], [0.93, 0.01, 0.55], [-0.40, -0.47, -0.49], [0.75, -0.08, -0.89], [-0.33, -0.31, 0.03], [-0.65, -0.72, -1.67], [2.67, 0.33, 1.44], [-1.41, -0.78, -1.00], [-1.64, -0.03, 0.00], [0.22, 0.41, 0.83], [-0.18, 0.28, -0.10], [0.07, 0.48, -0.10]],
  "lowdin_charge": [-0.0940, -0.5973, 0.1051, -0.0560, 0.1250, 0.0709, 0.0861, 0.1082, 0.0391, 0.1130, 0.0635, 0.0846, 0.0787, 0.0030, -0.5474, 0.1033, 0.0415, 0.0832, 0.0953, 0.0942],
  "gap_ev": 9.383,
  "e_homo_ev": -8.65,
  "lumo_ev": 0.7,
  "energy_ev": -12890.934,
  "max_force_ev_per_a": 3.1,
  "de_lowest_ev": 1.896,
  "smiles": "[H]/N=C(/N)NC.CC(=O)O"
}